Density functional theory data (ωB97M-V/def2-TZVPD) for a structure of composition C21H9Cl5N2OPdS4.

```
43
Properties=species:S:1:pos:R:3:nbo_charge:R:1
Pd -0.3784 -1.9497 -0.3299 0.392
Cl -1.3760 -3.9573 0.8952 0.117
Cl 2.0389 -6.1866 4.5985 0.063
Cl 1.8526 1.1621 0.7405 0.418
Cl 3.0595 -3.0326 4.0278 0.065
Cl -0.6642 -6.8598 2.6885 0.066
S -0.7703 -2.2439 -2.7000 -0.240
S 2.1236 0.9306 -3.3948 0.309
S 0.4278 0.1707 -0.9906 0.411
S 0.8851 -1.2512 -4.9768 0.377
O 2.6684 0.4459 -5.9292 -0.543
N -0.9834 0.3936 1.8973 -0.130
N -1.9459 0.2935 1.1387 -0.076
C 3.6041 2.3956 2.2452 -0.440
C 1.3361 -5.0695 3.5206 -0.110
C 0.3626 -1.1075 -3.3201 -0.307
C -2.7452 2.1910 -2.4858 -0.162
C 0.8265 -2.0245 1.6448 -0.017
C -3.7339 1.9619 -1.5257 -0.217
C 0.1722 -5.3771 2.6861 -0.092
C 1.7359 -3.8019 3.2904 -0.059
C -1.1260 1.0194 -1.1319 -0.206
C -2.0818 0.8670 -0.1353 0.089
C 2.0288 0.1175 -4.9748 0.207
C 3.5706 1.3188 1.4636 -0.133
C -3.3989 1.2870 -0.3742 -0.168
C 0.3399 2.1042 2.8710 -0.295
C 0.1265 1.2244 1.8934 0.126
C 0.9088 -0.0758 -2.6361 -0.572
C 2.6475 3.2569 2.9329 -0.186
C -1.4671 1.6977 -2.2988 -0.212
C 0.8482 -3.2117 2.2665 -0.398
C -0.1001 -4.2786 1.9718 -0.081
C 1.3347 3.1227 3.1961 -0.231
H -2.9779 2.7235 -3.3980 0.227
H 3.1063 4.1372 3.3688 0.225
H -4.7517 2.2880 -1.6871 0.228
H -4.1288 1.0753 0.3951 0.235
H 1.6403 2.4919 0.6396 0.337
H -0.4948 2.0929 3.5694 0.261
H -0.7270 1.8136 -3.0772 0.238
H 4.6421 2.6585 2.4556 0.254
H 0.9143 3.8915 3.8333 0.230
```

Values from the calculation:
strongest force on any atom: 0.068 Eh/bohr
net charge: 0
relative energy (zero: lowest compared OMol25 entry of this formula, charge and spin): 389.3 kcal per mole
DFT total energy: -136366.912 eV
lowest unoccupied orbital energy (spin up / spin down): -2.52 / -3.08 eV
Kohn-Sham gap (spin up / spin down): 4.88 / 3.66 eV



Density functional theory data (ωB97M-V/def2-TZVPD) for a structure of composition C22H10ClIN5O8SeW.

```
49
Properties=species:S:1:pos:R:3:nbo_charge:R:1
W -0.0860 0.1481 -0.0640 2.358
I -1.7508 -4.6864 -0.3617 0.380
Se 2.8194 0.4698 1.6544 1.134
Cl -3.9100 -3.1206 4.6637 0.178
O 0.0889 -0.1328 -2.1187 -0.516
O -0.6664 -0.1239 -4.1346 -0.069
O -0.2245 4.8954 -5.4227 -0.308
O 0.5819 1.8556 0.3889 -0.729
O -1.5541 1.1455 -0.7119 -0.591
O -0.1280 6.2889 -3.7688 -0.300
O -0.1463 3.8396 1.2851 -0.390
O -0.7787 -1.5351 0.0486 -0.531
N -0.5890 0.4479 -3.1206 0.559
N -0.3178 5.2062 -4.2614 0.526
N -1.0591 0.0929 1.8513 -0.530
N 4.0750 -0.6943 1.5330 -0.457
N 1.8089 -0.4521 0.3570 -0.843
C -0.3764 4.3419 -1.9487 -0.052
C -1.6768 -1.1148 2.0713 0.220
C 3.1136 -3.4912 -1.2584 -0.024
C -1.2615 1.0817 2.7445 0.118
C -2.7903 -3.6385 2.3040 -0.249
C -2.6260 -0.3436 4.1121 0.025
C -2.0383 -3.3249 1.1564 -0.110
C -2.4433 -1.3900 3.2007 -0.147
C 2.5496 -1.5359 -0.0354 0.272
C 4.7326 -2.6919 0.3450 -0.102
C -0.0936 3.1493 0.3439 0.805
C -2.9957 -2.7085 3.2985 0.052
C -0.9485 1.8231 -2.8909 0.011
C -0.6139 3.3033 -1.0561 -0.208
C -1.1025 2.1206 -1.5548 0.348
C -1.5070 -2.0561 1.0738 0.139
C -0.5387 4.0927 -3.3074 0.039
C 4.3649 -3.5993 -0.5967 -0.191
C 3.8257 -1.6332 0.6415 0.068
C -0.7194 2.8269 -3.8235 -0.114
C 2.2028 -2.4872 -0.9963 -0.298
C -2.0363 0.8903 3.8688 -0.244
H -0.6063 2.6390 -4.8860 0.317
H -3.2320 -0.4951 4.9973 0.278
H -3.2235 -4.6250 2.4072 0.284
H -0.7727 2.0277 2.5627 0.249
H 5.6773 -2.7456 0.8705 0.278
H -0.0209 5.3138 -1.6245 0.308
H 2.8669 -4.2324 -2.0092 0.258
H 1.2687 -2.4395 -1.5334 0.243
H -2.1690 1.7141 4.5555 0.283
H 5.0268 -4.4165 -0.8502 0.273
```

Values from the calculation:
strongest force on any atom: 0.019 Eh/bohr
net charge: +3
DFT total energy: -134567.344 eV
lowest unoccupied orbital energy: -12.48 eV
Kohn-Sham gap: 4.96 eV



Density functional theory data (ωB97M-V/def2-TZVPD) for a cluster of 36 separate species, C22H116BO37 in total.

```
176
Properties=species:S:1:pos:R:3:lowdin_charge:R:1
O 0.0431 -0.1632 5.9082 -0.058
O -0.7499 5.9437 6.4043 -0.040
O 5.6502 -3.6909 4.8960 -0.052
O 5.1073 2.7450 -4.1979 -0.053
O 5.7171 -1.8807 -1.8012 -0.053
O 0.4502 5.6199 -3.2696 -0.046
O -6.1371 -3.8760 -0.3957 -0.061
O -7.2584 1.0229 -8.5056 -0.034
O -2.9413 -3.9195 -2.5210 -0.045
O 3.0643 7.0583 -4.9944 -0.065
O 1.6021 -6.4330 4.4400 -0.037
O 2.6872 1.4630 -4.7641 -0.057
O -3.5014 8.5480 -1.2581 -0.065
O 4.3871 -1.2618 -4.5615 -0.060
O -2.3140 5.2682 9.2247 -0.057
O -2.5328 -5.5460 2.7417 -0.064
O -1.0107 6.1312 1.1036 -0.048
O -0.9400 -5.0979 1.0239 -0.056
O -3.1690 -8.5617 -0.0933 -0.082
O -3.7612 -1.0146 -7.3136 -0.066
O -5.5663 2.5578 -6.6626 -0.056
O -3.7250 3.7804 -5.2965 -0.056
O -2.2653 5.8916 -1.7092 -0.061
O -1.9327 -7.8971 -3.0744 -0.061
O 8.2829 -4.0788 3.5795 -0.041
O 0.7875 1.5414 8.5150 -0.053
O 5.7636 5.2227 -1.0415 -0.043
O 2.6166 -3.0923 6.4040 -0.046
O 0.7166 3.4161 10.9817 -0.045
O 1.8366 2.4603 -7.4633 -0.046
O -1.8818 3.1335 -3.1151 -0.052
O -8.0391 3.8785 -9.9445 -0.055
O 3.4898 3.1438 -0.9845 -0.050
O 6.0155 -3.4556 -3.9894 -0.057
O -4.9155 -7.3222 -2.2559 -0.047
O -2.5832 -1.9500 -4.7295 -0.063
O -0.5485 5.2169 3.8045 -0.055
C 3.1633 -0.5867 -0.1190 -0.176
C 0.6473 1.7719 -1.4354 -0.168
C 1.1952 0.6444 -2.3540 -0.200
C 2.5138 -1.7838 -0.9181 -0.166
C 2.2038 0.3754 3.5265 -0.107
C -0.9612 2.5626 0.3548 -0.182
C -3.3450 -1.5342 2.0156 -0.199
C 0.5295 -0.7153 -2.2018 -0.203
C -2.5976 -0.1870 1.8690 -0.219
C 4.1824 -1.3088 3.4729 -0.213
C -1.2343 -5.7214 3.2533 -0.198
C 3.5629 -1.7815 2.1546 -0.202
C -2.6879 2.3037 2.3208 -0.190
C 0.9951 -1.5357 -1.0077 -0.203
C -3.3569 -3.9287 0.9927 -0.113
C -3.0969 0.8864 2.8539 -0.193
C -2.5893 -2.5816 1.1610 -0.211
C 3.6094 0.0172 4.0316 -0.235
C -1.1814 2.4529 1.8962 -0.177
C 4.1874 -0.9893 0.9859 -0.188
C -0.2164 -5.0268 2.2196 -0.202
C -0.2858 1.3109 -0.2898 -0.190
B -2.3634 -5.2077 1.3292 -0.797
H 2.3436 -5.8482 4.6310 0.032
H -0.5537 -0.6258 -2.2420 0.099
H 0.2033 -1.1062 5.8172 0.032
H -4.5502 -8.2098 -2.2593 0.012
H 2.3250 7.4646 -5.4472 0.024
H 0.5205 -2.5117 -1.0794 0.104
H -2.5843 0.7396 3.8024 0.101
H -0.5540 1.7123 2.3771 0.092
H 6.5910 -3.5290 4.7440 0.012
H 3.2469 2.7595 -1.8338 0.021
H 0.0219 4.6476 4.3228 0.049
H 0.2583 0.8381 0.5215 0.081
H 3.5210 -0.1142 5.1128 0.088
H -2.1273 4.9440 -1.8133 0.015
H 0.7746 -5.4643 2.2304 0.083
H -8.2107 0.9228 -8.5875 0.058
H -2.4691 2.4172 -2.8619 0.055
H -1.7565 5.6168 8.5235 -0.003
H 4.1563 -2.0527 4.2467 0.050
H 1.7736 1.2393 4.0095 0.061
H 2.6521 6.5738 -4.2701 0.010
H -5.5208 -3.6967 -1.1107 0.018
H 3.6995 0.0211 -0.8471 0.087
H -1.5476 -0.3777 2.0338 0.102
H -6.9000 0.3150 -9.0471 0.059
H 0.6557 -1.1370 -0.0603 0.089
H 3.0963 2.3107 -4.9639 0.020
H 5.2450 1.7978 -4.3092 0.036
H -4.0963 -8.3429 0.0087 0.021
H 1.5123 2.3070 -1.0518 0.072
H 4.9262 -2.0674 -4.6142 -0.006
H 5.1388 5.9519 -1.0851 0.043
H -2.5870 -8.1325 -3.7318 0.013
H -4.3883 -1.4725 1.7292 0.107
H 5.6382 -4.3226 5.6188 0.033
H 3.5553 -2.9303 6.2531 0.008
H -5.4939 -7.3013 -3.0221 0.037
H -2.9708 -4.8826 -2.5679 0.051
H 5.0505 -1.4958 0.5728 0.085
H 5.2369 -1.1217 3.2635 0.102
H 0.6078 0.0998 6.6431 0.006
H -3.6061 -4.0083 -0.0800 0.040
H 1.2543 2.8669 11.5576 0.046
H -4.2984 3.0659 -5.0299 0.024
H -2.3574 3.5835 -3.8316 0.010
H 1.5749 -0.4948 3.6677 0.064
H -0.1310 3.4634 11.4293 0.044
H -1.1092 -6.8097 3.2732 0.100
H 6.1836 -4.3944 -4.0863 0.052
H -2.2436 4.3181 9.1232 0.027
H 2.2740 0.6077 -2.2850 0.078
H 2.3551 0.0122 0.2852 0.079
H -5.0271 1.7595 -6.6942 0.049
H -4.2649 -3.9129 1.5845 0.080
H -2.8124 0.1872 0.8715 0.104
H -0.2722 5.9268 -2.7092 0.006
H 5.7089 2.9922 -3.4918 0.036
H 0.1035 6.3840 6.4187 0.058
H 0.0352 4.9787 -3.8500 0.026
H 0.9978 0.9635 -3.3649 0.073
H 2.9633 -1.9974 -1.8843 0.089
H -1.6478 -1.9787 -4.9409 0.033
H -2.2812 -3.7402 -1.8377 0.052
H -0.0396 -4.0148 2.6207 0.095
H 3.9088 3.9767 -1.2170 0.000
H -1.0822 0.6520 -0.6071 0.090
H 4.5782 -0.0546 1.3956 0.104
H 1.8137 -7.2383 4.9141 0.031
H -3.1142 -1.1237 -6.5994 0.000
H -0.8814 3.4261 2.3252 0.058
H 0.9384 2.1486 -7.3289 0.042
H -0.4391 5.5624 1.6283 0.012
H 2.4828 -1.8059 2.1434 0.098
H -7.4326 4.5933 -9.7446 0.032
H -3.2297 -1.8782 3.0431 0.114
H 1.0562 2.1867 9.1786 -0.001
H 3.8865 -2.8148 2.0260 0.104
H -3.2881 2.5060 1.4362 0.092
H 1.7753 3.4091 -7.3328 0.042
H -1.3562 5.2555 4.3128 0.030
H -2.2958 -8.2414 -2.2443 0.003
H -2.7200 -7.9497 0.5157 0.019
H -6.1400 2.4754 -7.4322 0.009
H -1.6393 6.1403 -1.0152 0.019
H 0.7945 -1.2884 -3.0981 0.104
H 5.1276 -2.6026 -1.5662 0.042
H 0.0884 2.5087 -2.0358 0.084
H 8.3658 -5.0314 3.5047 0.045
H 2.4757 1.1015 -5.6259 0.019
H -1.2353 -5.2732 4.2442 0.100
H 2.6020 -3.7225 7.1265 0.029
H 6.5891 -3.1789 -3.2621 0.038
H -1.3844 6.6661 6.3790 0.055
H -1.6073 -2.6814 1.6177 0.087
H -2.9000 3.0638 3.0725 0.082
H 5.2617 -1.4329 -2.5268 0.019
H 3.8368 -1.2841 -5.3428 0.031
H -0.2500 3.3763 0.1988 0.092
H -4.2068 4.2012 -6.0039 0.030
H -0.1705 1.5654 8.5435 0.033
H -1.8197 6.1715 1.6131 0.040
H -2.6655 -2.5592 -3.9747 0.007
H -1.8562 2.8489 -0.1925 0.091
H 8.8881 -3.7362 2.9196 0.045
H -7.6636 3.1171 -9.4933 -0.009
H -2.9764 7.7392 -1.3107 -0.012
H -2.7966 -6.0818 0.5550 0.092
H -2.4160 -2.1044 0.1878 0.094
H 2.2660 0.5423 2.4528 0.056
H 6.6213 5.6496 -1.0579 0.037
H -4.1714 0.8416 2.9912 0.099
H 2.6365 -2.6880 -0.3203 0.102
H -6.2254 -4.8306 -0.4025 0.028
H 4.2686 0.8727 3.9072 0.093
H -4.0712 8.4986 -2.0248 0.025
H -3.3454 -1.4267 -8.0712 0.022
```

Values from the calculation:
strongest force on any atom: 0.050 Eh/bohr
net charge: -1
DFT total energy: -101132.862 eV
lowest unoccupied orbital energy: 1.39 eV
Kohn-Sham gap: 4.85 eV



> Number 1 is which compound?

C21H9Cl5N2OPdS4